#A
Entry from the OMol25 dataset: a single ClH2O2PS molecule (the ωB97M-V functional and the def2-TZVPD basis).

Last column: Mulliken charge in e.
Element x y z (Å)
O  0.26  -0.27  -1.32  -0.482
P  -0.20  -0.80  0.20  0.505
O  1.30  -1.18  0.68  -0.422
S  -0.49  1.46  1.44  -0.155
Cl  -2.37  1.61  0.83  -0.158
H  -0.39  -0.29  -2.03  0.343
H  1.90  -0.53  0.20  0.369

Structure (SMILES) ... OP(O)SCl
Frontier orbital gap ... 8.40 eV
LUMO level ... -0.2 eV

---

#B
Entry from the OMol25 dataset: 2 unconnected molecules or ions with the total composition ClH2O2PS (the ωB97M-V functional and the def2-TZVPD basis).

Last column: Mulliken charge in e.
Element x y z (Å)
O  1.96  -0.35  1.43  -0.460
P  2.04  -0.33  -0.01  0.786
S  1.73  -1.83  -1.31  -0.254
Cl  2.37  1.46  -0.61  -0.075
O  -2.34  0.39  -0.04  -0.592
H  -2.62  -0.18  0.61  0.297
H  -3.15  0.85  -0.07  0.297

Structure (SMILES) ... O=P(=S)Cl.O
Frontier orbital gap ... 9.33 eV
LUMO level ... -0.7 eV

---

Winner for stability: #B

---

#A
Entry from the OMol25 dataset: a single C18H19N3O molecule (the ωB97M-V functional and the def2-TZVPD basis).

Last column: Mulliken charge in e.
Element x y z (Å)
O  -2.68  -0.55  -4.02  -0.560
C  -1.88  0.32  -3.75  0.067
N  -0.71  0.14  -3.11  0.007
C  -0.30  -1.15  -2.60  -1.716
C  0.02  -1.16  -1.14  1.272
N  -0.72  -1.77  -0.26  -0.741
C  -0.06  -1.66  0.93  0.514
C  -0.40  -2.13  2.19  -0.852
C  0.48  -1.89  3.23  -0.447
C  1.68  -1.22  3.02  -0.828
C  2.04  -0.74  1.77  -0.786
C  1.14  -0.94  0.73  0.828
N  1.16  -0.62  -0.60  0.303
C  2.17  0.17  -1.26  -1.059
C  2.31  1.60  -0.71  -0.449
C  1.01  2.42  -0.68  -1.288
C  0.04  1.95  0.37  0.218
C  0.39  2.00  1.71  0.030
C  -0.47  1.55  2.69  -0.674
C  -1.70  1.04  2.35  -0.404
C  -2.08  1.00  1.02  -1.003
C  -1.22  1.46  0.04  0.094
H  -2.03  1.38  -4.04  0.367
H  -0.11  0.93  -2.93  0.178
H  -1.14  -1.83  -2.76  0.501
H  0.56  -1.52  -3.17  0.252
H  -1.33  -2.66  2.34  0.487
H  0.24  -2.24  4.22  0.407
H  2.35  -1.07  3.85  0.411
H  2.98  -0.23  1.63  0.414
H  1.94  0.20  -2.33  0.523
H  3.14  -0.33  -1.15  0.322
H  2.71  1.55  0.30  0.275
H  3.04  2.11  -1.34  0.461
H  1.28  3.45  -0.47  0.421
H  0.53  2.40  -1.67  0.371
H  1.36  2.41  2.00  0.418
H  -0.17  1.59  3.73  0.430
H  -2.37  0.67  3.11  0.412
H  -3.05  0.61  0.73  0.373
H  -1.53  1.43  -1.00  0.450

Structure (SMILES) ... O=CNCc1nc2ccccc2n1CCCc1ccccc1
Frontier orbital gap ... 9.07 eV
LUMO level ... 0.5 eV

---

#B
Entry from the OMol25 dataset: a single C18H19N3O molecule (the ωB97M-V functional and the def2-TZVPD basis).

Last column: Mulliken charge in e.
Element x y z (Å)
C  4.03  -1.23  -1.00  -1.467
C  2.94  -2.26  -0.72  0.189
C  3.28  -3.60  -1.30  -0.838
C  1.96  -4.13  -1.80  -0.755
C  1.13  -2.89  -2.18  -0.157
C  1.39  -2.45  -3.61  -1.338
N  1.71  -1.83  -1.31  0.403
C  0.85  -0.89  -0.69  0.403
C  -0.32  -0.48  -1.33  -0.019
C  -1.17  0.41  -0.67  -1.017
C  -0.80  0.87  0.61  0.403
C  -1.63  1.79  1.38  0.893
C  -2.75  2.46  0.89  -0.776
C  -3.23  3.28  2.01  1.037
C  -4.29  4.18  2.09  -0.591
C  -4.48  4.85  3.29  -0.506
C  -3.61  4.65  4.38  -0.489
C  -2.54  3.79  4.24  -0.784
C  -2.34  3.10  3.04  -0.033
O  -1.34  2.21  2.66  -0.432
N  0.36  0.46  1.14  -0.479
N  1.19  -0.40  0.51  -0.439
H  5.00  -1.59  -0.58  0.366
H  3.80  -0.27  -0.55  0.397
H  4.15  -1.02  -2.08  0.272
H  2.87  -2.35  0.36  0.399
H  3.97  -3.51  -2.14  0.341
H  3.71  -4.23  -0.51  0.340
H  2.08  -4.80  -2.69  0.364
H  1.45  -4.73  -1.00  0.326
H  0.08  -3.14  -1.98  0.449
H  2.48  -2.36  -3.80  0.282
H  0.99  -3.19  -4.31  0.430
H  0.92  -1.48  -3.83  0.354
H  -0.57  -0.83  -2.32  0.347
H  -2.14  0.67  -1.10  0.235
H  -3.12  2.39  -0.13  0.317
H  -4.95  4.28  1.22  0.370
H  -5.35  5.46  3.42  0.390
H  -3.80  5.18  5.29  0.404
H  -1.90  3.64  5.09  0.409

Structure (SMILES) ... C[C@@H]1CC[C@H](C)N1c1ccc(-c2cc3ccccc3o2)nn1
Frontier orbital gap ... 8.11 eV
LUMO level ... 0.3 eV

---

Winner for stability: #A

---

#A
Entry from the OMol25 dataset: 2 unconnected molecules or ions with the total composition C2H7S2 (the ωB97M-V functional and the def2-TZVPD basis).

Last column: Mulliken charge in e.
Element x y z (Å)
S  -2.67  -0.15  0.66  -0.887
H  -2.72  -0.98  -0.39  -0.082
C  1.89  0.46  1.17  -0.739
S  1.51  -0.46  -0.34  -0.076
C  0.66  0.41  -1.69  -0.651
H  2.50  -0.19  1.80  0.242
H  2.49  1.36  1.02  0.264
H  0.95  0.68  1.68  0.254
H  1.05  -0.12  -2.55  0.246
H  1.03  1.44  -1.69  0.228
H  -0.43  0.40  -1.61  0.201

Frontier orbital gap ... 5.80 eV
LUMO level ... 3.4 eV
Charge ... -1

---

#B
Entry from the OMol25 dataset: 2 unconnected molecules or ions with the total composition C2H7S2 (the ωB97M-V functional and the def2-TZVPD basis).

Last column: Mulliken charge in e.
Element x y z (Å)
C  0.53  1.85  0.18  -0.472
S  2.10  1.34  1.10  -0.263
H  -0.25  2.26  0.88  0.264
H  0.82  2.47  -0.71  0.218
H  0.04  0.90  -0.17  0.012
H  2.51  0.51  0.16  0.130
C  -1.28  -1.88  -0.22  -0.800
S  -0.02  -1.44  -1.53  -0.712
H  -0.77  -2.06  0.69  0.203
H  -1.96  -1.04  0.01  0.192
H  -1.74  -2.92  -0.40  0.228

Frontier orbital gap ... 5.74 eV
LUMO level ... 3.4 eV
Charge ... -1

---

#C
Entry from the OMol25 dataset: a molecular structure, C2H7S2 (the ωB97M-V functional and the def2-TZVPD basis).

Last column: Mulliken charge in e.
Element x y z (Å)
S  -2.11  1.13  0.20  -0.711
H  -2.44  1.89  1.22  0.016
C  0.43  -1.21  0.30  -0.786
C  0.78  -0.14  -0.73  -0.710
S  1.07  1.50  0.01  -0.415
H  1.20  -1.27  1.08  0.258
H  -0.49  -1.04  0.77  0.265
H  0.39  -2.18  -0.20  0.277
H  -0.02  -0.02  -1.44  0.339
H  1.66  -0.34  -1.29  0.322
H  -0.44  1.67  0.09  0.144

Frontier orbital gap ... 6.93 eV
LUMO level ... 3.9 eV
Charge ... -1

---

Winner for stability: #C